No. 1
ORCA calculation (ωB97M-V with the def2-TZVPD basis set) on 8 unconnected molecules or ions with the total composition C25H67NO11.

Values from the calculation:
total charge: 0
HOMO-LUMO gap: 8.70 eV
LUMO: 0.40 eV
SMILES: COCCNCCOC.CC(C)O.CC(C)O.CC(C)O.CC(C)O.CC(C)O.OCCO.OCCO
spin multiplicity: 1
E_tot: -1874.8437 hartree
E_HOMO: -8.304 eV

Each line ends with the Mulliken charge.
Atoms and positions in Å:
C  -3.8607  6.2292  -2.5802  -0.341
C  -3.9539  4.6869  -2.5103  -0.533
O  -3.4304  4.0373  -1.3398  -0.391
O  -4.3924  6.8188  -1.4528  -0.483
H  -4.4110  6.7187  -3.3837  0.310
H  -2.8338  6.5536  -2.7491  0.265
H  -3.4557  4.2481  -3.3749  0.364
H  -5.0309  4.5205  -2.4892  0.342
H  -2.5080  3.8404  -1.5186  0.209
H  -4.5212  6.0165  -0.9416  0.317
C  0.1826  2.5223  -0.3497  0.091
C  0.4747  1.8575  -1.6748  -0.560
O  1.2605  0.7188  -1.5673  -0.227
O  -0.9054  3.4077  -0.2837  -0.398
H  1.1016  2.9497  0.0514  0.125
H  -0.1644  1.7483  0.3349  0.078
H  0.8224  2.4745  -2.5033  0.380
H  -0.5029  1.5489  -2.0454  0.171
H  0.7659  -0.0059  -1.9569  -0.034
H  -1.0485  3.5270  0.6581  0.291
C  -3.0558  -7.4000  1.0689  -0.849
O  -1.8413  -7.1792  0.2124  -0.363
C  -0.6802  -7.0756  0.9543  -0.559
C  0.6598  -6.7138  0.2106  -0.679
N  0.3747  -5.4878  -0.4600  -0.141
C  1.2734  -4.3502  -0.2350  -0.560
C  1.1935  -3.6196  1.2317  0.173
O  0.0465  -2.7723  1.3567  -0.501
C  0.1613  -1.4601  0.7417  -0.521
H  -3.4501  -8.3856  1.3160  0.325
H  -3.8144  -6.8567  0.5055  0.305
H  -3.1434  -6.6105  1.8154  0.362
H  -0.5744  -8.0646  1.4002  0.468
H  -0.6859  -6.3957  1.8063  0.302
H  1.1097  -7.4656  -0.4377  0.416
H  1.4126  -6.5633  0.9844  0.296
H  -0.6058  -5.2952  -0.3132  0.131
H  0.9532  -3.6233  -0.9814  -0.028
H  2.2582  -4.6643  -0.5810  0.457
H  2.1281  -3.1066  1.4588  -0.262
H  1.0713  -4.4474  1.9303  0.394
H  0.7587  -0.8332  1.4037  0.381
H  -0.8038  -0.9578  0.8077  0.168
H  0.5778  -1.2771  -0.2488  0.302
C  3.3151  -0.4683  1.0683  -0.360
C  4.7926  -0.0084  0.8752  0.271
C  5.4845  0.1538  2.2301  -1.446
O  5.5218  -0.9798  0.1037  -0.589
H  3.4777  -1.3283  1.7180  0.182
H  2.7354  -0.6523  0.1638  0.070
H  2.7594  0.3673  1.4941  0.095
H  4.9185  0.9455  0.3630  0.434
H  5.5412  -0.7674  2.8099  0.368
H  4.9949  0.9183  2.8335  0.303
H  6.4955  0.5199  2.0509  0.382
H  5.7604  -0.6432  -0.7631  0.313
C  -2.8981  -2.5482  -1.4268  -1.399
C  -1.8873  -2.4364  -2.5250  1.268
C  -2.5659  -2.9203  -3.8421  -1.465
O  -1.3382  -1.1755  -2.7036  -0.339
H  -2.5538  -2.1022  -0.4937  0.178
H  -3.1370  -3.5640  -1.1119  0.333
H  -3.8550  -2.1748  -1.7914  0.465
H  -1.0575  -3.0221  -2.1294  -0.347
H  -2.0695  -2.5082  -4.7207  0.388
H  -3.6509  -2.9816  -3.9258  0.315
H  -2.1810  -3.9401  -3.8470  0.429
H  -1.9432  -0.5476  -3.1053  0.206
C  -2.6458  0.7151  5.6498  -1.460
C  -2.2173  1.5576  4.3949  0.831
C  -2.8934  1.1161  3.0937  -1.130
O  -2.4524  2.9052  4.7452  -0.587
H  -2.1313  1.0050  6.5660  0.380
H  -2.5002  -0.3556  5.5065  0.352
H  -3.6357  1.0508  5.9585  0.352
H  -1.1714  1.2900  4.2449  0.127
H  -3.8498  1.6065  3.2749  0.441
H  -2.9268  0.0289  3.0233  0.354
H  -2.4374  1.5777  2.2178  0.066
H  -2.4471  3.4952  3.9880  0.270
C  4.8825  -0.2310  -4.5220  -1.297
C  3.4282  0.2121  -4.8548  0.694
C  2.4235  -0.8450  -4.5775  -1.524
O  3.1414  1.2207  -3.8388  -0.613
H  5.4333  -0.6547  -5.3618  0.390
H  4.8988  -1.0664  -3.8220  0.259
H  5.5398  0.5421  -4.1241  0.347
H  3.3283  0.6499  -5.8480  0.312
H  1.3872  -0.5886  -4.7978  0.389
H  2.4108  -1.1942  -3.5450  0.269
H  2.4640  -1.5836  -5.3780  0.436
H  2.5862  0.9522  -3.1032  0.326
C  1.3991  4.3408  2.7627  -1.162
C  0.0472  5.1250  3.0926  0.667
C  -0.0159  6.6779  2.8305  -1.572
O  -0.8913  4.4608  2.3389  -0.503
H  1.2594  3.2845  2.5330  0.172
H  2.0637  4.5292  3.6059  0.435
H  1.7430  4.8586  1.8674  0.281
H  -0.0694  5.0106  4.1703  0.182
H  0.9064  7.1798  3.1231  0.379
H  -0.8942  7.1572  3.2629  0.425
H  -0.1726  6.8989  1.7746  0.414
H  -1.5628  5.1212  2.1530  0.251

***

No. 2
ORCA calculation (ωB97M-V with the def2-TZVPD basis set) on 9 unconnected molecules or ions with the total composition C25H68O11.

Values from the calculation:
ΔE to the lowest compared entry with this formula, charge and spin: 0.0 kJ/mol
total charge: 0
HOMO-LUMO gap: 10.20 eV
LUMO: 0.27 eV
SMILES: CC(C)O.CC(C)O.CC(C)O.CC(C)O.CC(C)O.CC(C)O.CC(C)O.OCCO.OCCO
spin multiplicity: 1
E_tot: -1820.8634 hartree
E_HOMO: -9.925 eV

Each line ends with the Mulliken charge.
Atoms and positions in Å:
C  -3.6483  -1.2117  -3.1743  -1.473
C  -2.9594  -0.0094  -2.5392  2.197
C  -1.6126  0.3344  -3.1807  -0.579
O  -3.8286  1.0994  -2.7849  -0.647
H  -4.1204  -0.9540  -4.1231  0.408
H  -4.3699  -1.6544  -2.4899  0.371
H  -2.9047  -1.9601  -3.4667  0.180
H  -2.7835  -0.2845  -1.4989  -1.055
H  -1.2760  1.2894  -2.7648  -0.030
H  -1.5915  0.5130  -4.2571  0.467
H  -0.8991  -0.4518  -2.9388  -0.202
H  -3.7942  1.8027  -2.1296  0.348
C  5.0723  -0.0682  4.7388  -1.080
C  4.1441  -1.2703  4.6169  0.459
C  3.9955  -1.7162  3.1749  -0.831
O  4.6480  -2.3537  5.4473  -0.575
H  4.5784  0.8114  4.3350  0.149
H  5.9636  -0.3266  4.1637  0.335
H  5.3578  0.0633  5.7802  0.344
H  3.1909  -1.0745  5.1231  0.235
H  3.4206  -2.6242  2.9797  0.342
H  4.9467  -1.7842  2.6461  0.286
H  3.4207  -0.9516  2.6345  0.048
H  4.0010  -3.0601  5.3648  0.302
C  2.4101  1.8395  -4.5867  -1.354
C  2.3137  0.4430  -3.9694  1.319
C  3.1185  -0.6639  -4.6314  -1.563
O  2.6711  0.5236  -2.5439  -0.389
H  3.3244  2.0593  -5.1328  0.324
H  2.2855  2.5455  -3.7641  0.325
H  1.5311  2.0324  -5.2058  0.344
H  1.2659  0.1400  -3.9167  -0.364
H  2.9982  -1.5906  -4.0709  0.413
H  4.1719  -0.4373  -4.7917  0.412
H  2.6195  -0.8264  -5.5914  0.415
H  3.6061  0.2824  -2.5346  0.196
C  -0.6724  -4.3949  2.0536  -0.607
C  -2.0056  -5.0907  2.3339  0.392
C  -2.6782  -5.5891  1.0443  -1.149
O  -1.8081  -6.2497  3.1392  -0.579
H  -0.2847  -4.0280  3.0029  0.310
H  -0.8640  -3.5377  1.4032  -0.182
H  0.0252  -5.0639  1.5524  0.350
H  -2.6975  -4.4093  2.8236  0.250
H  -2.1874  -6.4722  0.6211  0.425
H  -2.7781  -4.8396  0.2544  0.158
H  -3.6929  -5.9762  1.1799  0.330
H  -1.3936  -6.9267  2.5980  0.376
C  3.4311  4.1310  2.8594  -1.116
C  1.9310  4.2753  3.1723  0.361
C  1.2883  5.2333  2.2036  -1.243
O  1.2527  3.0372  3.1343  -0.554
H  3.9789  5.0684  2.9718  0.390
H  3.4788  3.7366  1.8452  0.186
H  3.9233  3.4858  3.5900  0.216
H  1.7763  4.6333  4.1919  0.371
H  1.5718  5.0862  1.1616  0.245
H  1.4991  6.2725  2.4882  0.490
H  0.2024  5.2214  2.3374  0.299
H  1.0832  2.7247  2.2385  0.247
C  -0.3749  4.9189  -1.2669  -0.884
C  -1.2207  5.9115  -0.4926  0.840
C  -1.7739  7.0730  -1.2709  -1.472
O  -2.2816  5.1947  0.1576  -0.539
H  -0.8658  4.4931  -2.1385  0.436
H  -0.0735  4.1448  -0.5547  -0.121
H  0.5865  5.3800  -1.5071  0.382
H  -0.6293  6.3027  0.3533  -0.028
H  -1.0245  7.7073  -1.7465  0.354
H  -2.2857  7.7782  -0.6081  0.414
H  -2.4817  6.6438  -1.9857  0.347
H  -2.8226  5.8412  0.6236  0.302
C  -3.1564  0.5088  1.3936  -0.880
C  -4.1851  -0.6177  1.4953  0.433
C  -3.5904  -1.9203  1.0046  -1.070
O  -4.5763  -0.7402  2.8693  -0.592
H  -3.0682  0.8210  0.3539  0.185
H  -2.1994  0.0925  1.7027  0.014
H  -3.4474  1.3750  1.9825  0.470
H  -5.0685  -0.3353  0.9136  0.234
H  -3.2439  -1.9160  -0.0309  0.153
H  -4.2461  -2.7931  1.1032  0.504
H  -2.7333  -2.2242  1.6153  0.193
H  -5.1791  -1.4927  2.8951  0.344
C  -0.4362  -5.4779  -2.8332  -0.700
C  0.2245  -4.3828  -2.0425  0.305
O  -0.3585  -3.1616  -2.4605  -0.316
O  -0.2274  -5.3985  -4.2450  -0.603
H  -1.5208  -5.3113  -2.7504  0.306
H  -0.2194  -6.4911  -2.5100  0.376
H  1.2916  -4.4092  -2.3014  0.299
H  0.1049  -4.5639  -0.9721  -0.115
H  -0.0419  -2.4551  -1.8720  0.058
H  -0.4239  -4.5097  -4.5542  0.314
C  0.2844  -0.5892  0.2155  0.910
C  0.2582  0.9292  0.3694  -0.328
O  1.5158  1.5771  0.5251  -0.425
O  0.6675  -0.8753  -1.1497  -0.430
H  -0.6566  -1.0589  0.4787  -0.639
H  1.0934  -0.9397  0.8625  0.186
H  -0.2937  1.1983  1.2789  0.408
H  -0.3026  1.4593  -0.4076  0.013
H  1.8811  1.8003  -0.3404  0.198
H  1.4546  -0.3203  -1.2710  0.122